(1)
ORCA calculation (ωB97M-V with the def2-TZVPD basis set) on C37H62F3O17SY as an isolated structure at a distorted geometry.

charge = +2
E = -3461.67985 Ha
maximum force = 5.8 eV/Å
energy relative to the best compared isomer or geometry (same formula, charge and spin) = 63.58 kcal/mol

```
121
Properties=species:S:1:pos:R:3:lowdin_charge:R:1
Y -1.61988 2.68783 2.54223 2.0835
C 0.24475 -1.36033 1.51440 -0.5888
F 0.90527 -2.28754 0.82498 0.1533
F -1.01445 -1.76960 1.53975 0.1356
F 0.68952 -1.29472 2.80960 0.1010
S 0.36134 0.29558 0.50978 0.5534
O -0.59309 1.18766 1.15724 -0.4534
O 1.73876 0.76360 0.64520 -0.2893
O -0.00473 0.02425 -0.87523 -0.2647
C -0.57052 1.55425 -4.19943 -0.1640
C 0.48188 2.40723 -4.90742 -0.1548
C -0.22963 3.73091 -5.11528 -0.1475
O -1.64409 3.43692 -4.85842 -0.1204
C -1.73949 2.43068 -3.90905 -0.2515
H -0.24442 0.92740 -3.36947 0.0926
H -0.85015 0.86783 -4.99864 0.1234
H 0.84883 1.98066 -5.84096 0.1196
H 1.29010 2.53827 -4.18790 0.0897
H -0.11078 4.07411 -6.14299 0.1266
H 0.22139 4.46488 -4.44747 0.0988
H -2.73163 1.97931 -3.90344 0.1063
H -1.70961 2.98581 -2.97148 0.1033
C -0.20361 -4.53476 3.61784 -0.1733
C -1.02542 -5.24408 4.67145 -0.1738
C -0.04435 -5.61393 5.73253 -0.2042
O 1.11214 -5.90166 4.98986 -0.1200
C 1.22818 -5.01214 3.92329 -0.2030
H -0.24390 -3.45724 3.77735 0.0653
H -0.50842 -4.59404 2.57301 0.1064
H -1.51751 -6.10817 4.22504 0.1228
H -1.78735 -4.53230 4.98915 0.1099
H -0.40250 -6.48896 6.27487 0.1327
H 0.20961 -4.80436 6.41679 0.1192
H 1.62226 -5.54870 3.06021 0.1261
H 1.85492 -4.16712 4.20831 0.1099
C -5.21031 -1.44074 -2.11069 -0.1558
C -3.88148 -1.15445 -1.41216 -0.1352
C -3.00314 -0.56447 -2.48923 -0.1889
O -3.83944 -0.46433 -3.64715 -0.1532
C -4.88309 -1.45095 -3.57616 -0.1747
H -5.94604 -0.63937 -2.04281 0.0886
H -5.72136 -2.33222 -1.74712 0.1243
H -3.47382 -2.04215 -0.92853 0.0958
H -4.12774 -0.46834 -0.60178 0.0869
H -2.15733 -1.15688 -2.83816 0.1112
H -2.63178 0.41663 -2.19320 0.0909
H -4.51383 -2.41503 -3.92587 0.1119
H -5.69903 -1.17168 -4.24275 0.1316
C -2.43588 -4.45605 -2.69564 -0.1397
C -1.58251 -4.33684 -1.46308 -0.1616
C -0.24224 -3.83686 -1.97990 -0.2336
O -0.20744 -4.12587 -3.34311 -0.1317
C -1.53821 -4.00258 -3.87004 -0.1593
H -3.32114 -3.82996 -2.58420 0.0819
H -2.75006 -5.48110 -2.89224 0.1183
H -1.37447 -5.30026 -0.99763 0.1158
H -1.96534 -3.65929 -0.69989 0.0872
H 0.57185 -4.37112 -1.49008 0.1240
H -0.10495 -2.75960 -1.88632 0.0999
H -1.61223 -4.46266 -4.85541 0.1256
H -1.66192 -2.95982 -4.16238 0.0980
O 4.45965 2.72359 5.21444 0.0815
C 4.78714 2.27310 4.11815 -0.4435
O 5.98367 2.42625 3.54174 0.0442
C 6.06587 1.89211 2.21695 -0.1359
C 4.62578 1.81693 1.83326 -0.1742
C 3.91771 1.46523 3.13513 -0.0714
H 6.48516 0.88797 2.28020 0.1401
H 6.64024 2.57001 1.58555 0.1424
H 4.38384 1.10268 1.04624 0.0936
H 4.41030 2.83048 1.49505 0.1215
H 3.99946 0.39884 3.34546 0.1358
H 2.88500 1.81159 3.17558 0.0969
O -2.91479 2.71319 0.63899 -0.0603
C -3.84738 2.45008 -0.11323 -0.3691
O -3.73713 2.67111 -1.43240 0.0662
C -4.96121 2.51352 -2.13482 -0.0850
C -6.04563 2.20871 -1.04850 -0.0996
C -5.27004 2.10297 0.21833 -0.0830
H -4.85217 1.63440 -2.76992 0.1144
H -5.20806 3.36993 -2.76229 0.1495
H -6.50802 1.25327 -1.29635 0.1080
H -6.79211 3.00238 -1.01764 0.1311
H -5.43168 1.20789 0.81901 0.1394
H -5.60691 2.82751 0.95972 0.1366
O -0.44004 3.69598 0.66751 -0.0651
C 0.43887 4.25802 -0.02146 -0.3729
O 0.77007 5.51700 0.19112 0.0825
C 1.94038 5.95933 -0.50280 -0.0789
C 2.11989 4.79577 -1.50577 -0.1239
C 1.30881 3.62272 -1.04709 -0.0500
H 2.82590 6.02141 0.12974 0.1351
H 1.82058 6.94357 -0.95559 0.1414
H 3.19020 4.60408 -1.58189 0.1309
H 1.72894 5.06058 -2.48819 0.1138
H 1.96787 2.91829 -0.53963 0.1248
H 0.76175 3.08789 -1.82348 0.1310
O -0.14923 1.22955 3.81396 -0.0685
C 0.50090 0.87277 4.78875 -0.3810
O 1.40114 1.68745 5.33585 0.0850
C 2.00808 1.04940 6.43869 -0.1489
C 1.51104 -0.32877 6.52079 -0.1521
C 0.29519 -0.42699 5.63406 -0.0219
H 1.70095 1.63415 7.30578 0.1471
H 3.09437 1.13099 6.40080 0.1308
H 1.15951 -0.51236 7.53609 0.1344
H 2.27981 -1.06493 6.28591 0.1366
H -0.57441 -0.30581 6.27998 0.1408
H 0.33424 -1.37784 5.10259 0.1130
O 6.14532 0.52964 -1.22505 0.0877
C 5.30788 -0.04470 -1.92309 -0.4428
O 5.62661 -0.69618 -3.06776 0.0426
C 4.44879 -1.26087 -3.67898 -0.1113
C 3.33036 -1.09168 -2.59674 -0.1468
C 3.82287 0.06544 -1.77131 -0.1082
H 4.54783 -2.28515 -4.03835 0.1291
H 4.17987 -0.64092 -4.53422 0.1216
H 3.24445 -1.98100 -1.97238 0.1159
H 2.32731 -0.93498 -2.99351 0.1084
H 3.55232 -0.00391 -0.71770 0.0878
H 3.30260 0.96661 -2.09584 0.1238
```


(2)
ORCA calculation (ωB97M-V with the def2-TZVPD basis set) on a 10-piece molecular cluster, C37H63Br18IN2 overall at a distorted geometry.

charge = 0
E = -48187.09312 Ha
maximum force = 3.8 eV/Å
energy relative to the best compared isomer or geometry (same formula, charge and spin) = 0.00 kcal/mol

```
121
Properties=species:S:1:pos:R:3:lowdin_charge:R:1
C -2.26345 -2.11276 -1.63421 -0.1036
C -3.69228 -1.88783 -2.18296 -0.2892
C -4.79611 -1.89450 -1.11050 -0.2359
C -5.25905 -0.47694 -0.80836 -0.2198
C -4.15198 0.32644 -0.09775 -0.2002
C -4.84777 1.54193 0.49777 -0.1877
C -3.98581 2.76855 0.95787 -0.2084
C -2.45896 2.53652 1.12974 -0.1253
C -1.63585 2.75839 -0.11901 -0.2401
C -2.25091 2.93178 -1.34386 -0.1100
N -1.67817 3.10042 -2.45355 0.1833
C -0.35313 3.14550 -2.33088 -0.2376
C 0.36447 3.37076 -3.47733 -0.0513
C 1.64435 3.47061 -3.47933 -0.0811
C 2.36004 3.31839 -2.31254 -0.0519
C 1.75996 3.07693 -1.18116 -0.1561
C 2.66189 2.90872 0.02578 -0.1749
C 2.52837 4.02343 1.06745 -0.2907
C 1.95545 3.58118 2.39357 -0.6254
I 3.04114 1.93756 3.23270 0.8035
C 0.33691 2.98717 -1.15921 -0.1341
N -0.33563 2.76050 -0.00252 0.2273
H -2.26094 -2.38783 -0.58927 0.0624
H -1.70366 -1.19065 -1.72380 0.0509
H -1.80550 -2.87726 -2.24204 0.0455
H -3.73022 -0.94244 -2.69429 0.0002
H -3.90753 -2.66425 -2.89940 0.0379
H -4.40645 -2.38232 -0.22370 0.0849
H -5.63797 -2.47862 -1.46416 0.0645
H -5.44625 -0.01210 -1.77335 0.0252
H -6.15627 -0.44570 -0.20010 0.1053
H -3.40300 0.57745 -0.83769 0.0951
H -3.65657 -0.26091 0.66376 0.1151
H -5.38870 1.21618 1.37667 0.1020
H -5.52807 1.90044 -0.26423 0.1063
H -4.40984 3.05299 1.92053 -0.0074
H -4.13564 3.59162 0.27507 0.0921
H -2.11704 3.29840 1.82424 0.0902
H -2.19198 1.59344 1.58166 0.1156
H -3.32215 2.90720 -1.36353 0.1082
H -0.15987 3.46997 -4.40459 0.1215
H 2.13034 3.66281 -4.41186 0.1143
H 3.42764 3.41187 -2.36148 0.0811
H 2.56497 1.91427 0.44141 0.0452
H 3.66294 2.96996 -0.38274 0.0717
H 3.46778 4.50305 1.30671 0.0923
H 1.89039 4.80086 0.66142 0.1163
H 2.06990 4.39399 3.09266 0.0303
H 0.90421 3.37539 2.36775 0.0204
Br -6.82270 -2.67867 -4.76423 0.6054
C -6.17106 -1.41133 -6.09061 -0.6788
C -4.86605 -0.79754 -5.66563 -0.7246
Br -5.13070 0.55353 -4.29388 0.7208
H -6.95617 -0.67820 -6.23895 0.0477
H -6.04052 -1.99075 -7.00175 0.0571
H -4.39849 -0.27408 -6.49671 0.0550
H -4.16847 -1.52403 -5.26018 -0.0648
Br 6.36503 0.80228 0.65631 0.6391
C 7.70117 2.21443 0.46568 -0.6599
C 7.05054 3.52525 0.10820 -0.6751
Br 6.50070 3.46938 -1.74384 0.6191
H 8.40656 1.86828 -0.28242 0.0190
H 8.20319 2.28660 1.42777 0.0594
H 7.75199 4.35080 0.20339 0.0603
H 6.16408 3.73832 0.69716 0.0426
Br 5.23983 0.59289 -3.69855 0.5952
C 6.65745 -0.26203 -4.72438 -0.6822
C 7.77461 -0.74942 -3.84310 -0.7009
Br 8.91344 0.71611 -3.25103 0.6182
H 6.99047 0.46028 -5.46153 0.0494
H 6.17677 -1.09706 -5.22852 0.0521
H 8.43267 -1.41562 -4.39592 0.0616
H 7.42178 -1.25078 -2.95446 -0.0275
Br -1.56789 -1.05636 -4.98905 0.7313
C -0.89753 -2.78754 -5.56468 -0.6541
C -1.90369 -3.52442 -6.40648 -0.6675
Br -3.32717 -4.29338 -5.32503 0.6616
H -0.61604 -3.32491 -4.67039 0.0486
H -0.00616 -2.56744 -6.14656 0.0574
H -1.43488 -4.37102 -6.90325 0.0565
H -2.38033 -2.89068 -7.14650 0.0509
Br -4.29383 2.75504 4.41745 0.7196
C -3.15935 3.13521 5.94200 -0.6841
C -2.85074 4.60347 6.04799 -0.7079
Br -1.51999 5.16097 4.75933 0.6214
H -2.28189 2.51213 5.83831 0.0505
H -3.73005 2.81507 6.81042 0.0565
H -2.41794 4.83090 7.01973 0.0563
H -3.72217 5.22838 5.88563 0.0490
Br 5.62929 -3.29097 -2.49429 0.6322
C 6.14515 -2.48254 -0.78169 -0.6877
C 5.03891 -2.46377 0.23202 -0.7003
Br 3.77018 -1.04284 -0.15718 0.5805
H 6.50318 -1.48148 -1.00506 -0.0170
H 6.97441 -3.09675 -0.43815 0.0643
H 5.43542 -2.22626 1.21710 -0.0267
H 4.48452 -3.39635 0.28104 0.0555
Br -5.54434 -5.75297 -1.24826 0.6181
C -5.36635 -5.71641 0.68919 -0.6903
C -6.70010 -5.54292 1.36684 -0.6965
Br -7.31669 -3.70402 1.25207 0.6234
H -4.66673 -4.92149 0.92549 0.0456
H -4.92688 -6.67546 0.95326 0.0549
H -6.61603 -5.75137 2.43086 0.0555
H -7.47795 -6.16521 0.93867 0.0482
Br -0.38118 -2.15493 7.28942 0.6010
C 1.25231 -1.68873 8.23611 -0.6932
C 1.49253 -0.20426 8.21001 -0.6872
Br 2.16553 0.38823 6.48047 0.5794
H 2.05714 -2.25547 7.78030 0.0381
H 1.10057 -2.03385 9.25613 0.0559
H 2.26476 0.07183 8.92458 0.0560
H 0.59440 0.36744 8.41260 0.0463
Br 1.56808 -2.85017 3.78412 0.6071
C 3.26624 -3.67533 4.25126 -0.6827
C 4.16061 -2.71815 4.99291 -0.6803
Br 4.96001 -1.41939 3.79072 0.6301
H 3.70719 -4.03338 3.32759 0.0442
H 3.00937 -4.52362 4.88188 0.0570
H 4.99791 -3.24893 5.44094 0.0589
H 3.63814 -2.15511 5.75995 -0.0023
```